## one
This record from OMol25 describes an isolated ion of composition C6H8N and charge +1. The level of theory is wB97M-V/def2-TZVPD.

Computed properties:
HOMO: -13.314 eV
Kohn-Sham gap: 8.9539 eV
Charge: +1
Lowest unoccupied orbital energy: -4.360 eV

Bonds (Å) are listed after each position.
Atoms and positions in Å:
1 C 0.7053 1.7863 0.0944  C2 1.320, N7 1.342, H8 0.997
2 C 1.4497 0.7353 -0.1967  C1 1.320, C3 1.373, C4 1.830
3 C 1.9809 -0.4797 0.1597  C2 1.373, C4 1.649, H9 1.048, H10 1.034
4 C 0.4109 -0.7710 -0.2503  C2 1.830, C3 1.649, C6 1.576, H11 1.183, H12 1.024
5 C -2.1325 -0.1917 0.0580  C6 1.316, H13 1.012, H14 1.086
6 C -0.8601 0.1347 -0.0279  C4 1.576, C5 1.316, N7 1.460
7 N -0.6045 1.5702 -0.1037  C1 1.342, C6 1.460, H15 0.999
8 H 1.0335 2.7200 0.2168  C1 0.997
9 H 2.5388 -1.1456 -0.4273  C3 1.048
10 H 2.0683 -0.7729 1.1476  C3 1.034
11 H 0.2624 -1.1126 -1.3730  C4 1.183
12 H 0.2783 -1.6740 0.2145  C4 1.024
13 H -2.7914 0.5710 0.1480  C5 1.012
14 H -2.4144 -1.2361 0.1484  C5 1.086
15 H -1.1274 2.2978 0.3375  N7 0.999


## two
This record from OMol25 describes an isolated ion of composition C6H8N and charge +1. The level of theory is wB97M-V/def2-TZVPD.

Computed properties:
HOMO (spin up / spin down): -13.609 / -13.609 eV
Kohn-Sham gap (spin up / spin down): 7.9674 / 7.9681 eV
Charge: +1
Lowest unoccupied orbital energy (spin up / spin down): -5.641 / -5.641 eV

Bonds (Å) are listed after each position.
Atoms and positions in Å:
1 C 0.7805 -1.0994 -0.8370  C2 1.545, N7 1.487, H8 1.101, H9 1.195
2 C -0.4457 -0.1642 -0.7495  C1 1.545, C4 1.526, C5 1.532, H10 1.094
3 C 1.2034 0.3648 0.7924  C4 1.386, N7 1.379, H11 1.039
4 C -0.1398 0.5953 0.5385  C2 1.526, C3 1.386, C5 1.771, C6 1.460
5 C -1.7126 -0.0971 0.1101  C2 1.532, C4 1.771, C6 1.473, H12 1.101
6 C -1.4349 1.2684 0.5887  C4 1.460, C5 1.473, H13 1.043, H14 1.190
7 N 1.8853 -0.4799 -0.0577  C1 1.487, C3 1.379, H15 0.961
8 H 0.6720 -2.1001 -0.3909  C1 1.101
9 H 1.0209 -1.2950 -1.9909  C1 1.195
10 H -0.5535 0.4011 -1.6796  C2 1.094
11 H 1.6962 0.8673 1.5566  C3 1.039
12 H -2.2202 -0.8305 0.7556  C5 1.101
13 H -1.5139 1.8655 -0.2630  C6 1.043
14 H -1.9219 1.7083 1.5815  C6 1.190
15 H 2.6841 -1.0044 0.0453  N7 0.961


Most stable structure - two; separation to the second - 0.0200 hartree.


## one
This record from OMol25 describes an isolated ion of composition C6H8N and charge +1. The level of theory is wB97M-V/def2-TZVPD.

Computed properties:
HOMO (spin up / spin down): -15.366 / -15.363 eV
Kohn-Sham gap (spin up / spin down): 9.1868 / 9.1806 eV
Charge: +1
Lowest unoccupied orbital energy (spin up / spin down): -6.179 / -6.182 eV

Bonds (Å) are listed after each position.
Atoms and positions in Å:
1 C -1.7405 -0.7606 0.1259  C2 1.264, C3 1.382
2 C -2.3843 0.2971 -0.1291  C1 1.264, C4 1.434
3 C -0.3642 -0.8347 0.2320  C1 1.382, C5 1.477, N7 1.338
4 C -1.2895 1.1855 -0.3880  C2 1.434, N7 1.469, H8 1.078, H9 1.064
5 C 0.5530 -1.8962 0.6939  C3 1.477, H10 1.153, H11 1.065, H12 1.107
6 C 1.1754 1.0825 -0.2934  N7 1.416, H13 1.032, H14 1.097, H15 1.164
7 N -0.0649 0.4247 -0.1071  C3 1.338, C4 1.469, C6 1.416
8 H -1.2893 1.2508 -1.4644  C4 1.078
9 H -1.3990 2.1354 0.0781  C4 1.064
10 H 0.0218 -2.6023 1.4350  C5 1.153
11 H 1.5165 -1.6956 1.1015  C5 1.065
12 H 0.7813 -2.6774 -0.0564  C5 1.107
13 H 1.5897 0.7209 -1.1671  C6 1.032
14 H 1.9272 1.1745 0.4999  C6 1.097
15 H 0.9668 2.1956 -0.5608  C6 1.164


## two
This record from OMol25 describes an isolated ion of composition C6H8N and charge +1. The level of theory is wB97M-V/def2-TZVPD.

Computed properties:
HOMO (spin up / spin down): -14.342 / -14.345 eV
Kohn-Sham gap (spin up / spin down): 7.5518 / 7.5582 eV
Charge: +1
Lowest unoccupied orbital energy (spin up / spin down): -6.791 / -6.787 eV

Bonds (Å) are listed after each position.
Atoms and positions in Å:
1 C -0.3910 0.8766 1.9507  C2 1.275, C3 1.527, H8 1.001
2 C -0.2797 1.4747 0.8304  C1 1.275, C4 1.396
3 C 0.3626 -0.4238 1.6836  C1 1.527, C5 1.569, H9 1.165, H10 1.052
4 C 0.2921 1.0936 -0.3843  C2 1.396, C5 1.556, N7 1.434, H11 1.073
5 C 0.6769 -0.3160 0.1498  C3 1.569, C4 1.556, N7 1.507, H12 1.131
6 C -0.6703 -0.5936 -2.0496  N7 1.444, H13 1.083, H14 1.136, H15 1.026
7 N -0.5184 -0.0389 -0.7248  C4 1.434, C5 1.507, C6 1.444
8 H -1.0047 1.0043 2.7317  C1 1.001
9 H 1.3943 -0.3608 2.2212  C3 1.165
10 H -0.1819 -1.2657 2.0025  C3 1.052
11 H 0.8539 1.8683 -0.8704  C4 1.073
12 H 1.4667 -0.8889 -0.4227  C5 1.131
13 H -0.4715 0.1045 -2.8531  C6 1.083
14 H 0.0493 -1.4649 -2.1621  C6 1.136
15 H -1.5782 -1.0695 -2.1028  C6 1.026


Most stable structure - one; separation to the second - 0.0136 hartree.


## one
This record from OMol25 describes one molecule with the formula C3H6N2O. The level of theory is wB97M-V/def2-TZVPD.

Computed properties:
HOMO: -8.210 eV
Kohn-Sham gap: 9.1570 eV
Lowest unoccupied orbital energy: 0.947 eV

Bonds (Å) are listed after each position.
Atoms and positions in Å:
1 C -0.8266 0.9822 0.4827  C2 1.357, H10 1.075, H11 1.077
2 C -0.6561 -0.2941 0.0540  C1 1.357, N3 1.370, O6 1.350
3 N -1.6352 -1.1020 -0.4613  C2 1.370, H7 1.006, H8 1.008
4 C 1.5302 0.3592 -0.3250  N5 1.245, O6 1.466, H12 1.085
5 N 2.7182 0.2932 0.0423  C4 1.245, H9 1.016
6 O 0.5865 -0.7559 -0.1987  C2 1.350, C4 1.466
7 H -2.5722 -0.9581 -0.1240  N3 1.006
8 H -1.3618 -2.0536 -0.6512  N3 1.008
9 H 2.9547 -0.4875 0.6477  N5 1.016
10 H -0.1539 1.4551 1.1747  C1 1.075
11 H -1.7925 1.4518 0.3977  C1 1.077
12 H 1.2088 1.1096 -1.0390  C4 1.085


## two
This record from OMol25 describes one molecule with the formula C3H6N2O. The level of theory is wB97M-V/def2-TZVPD.

Computed properties:
HOMO: -9.612 eV
Kohn-Sham gap: 10.4152 eV
Lowest unoccupied orbital energy: 0.803 eV

Bonds (Å) are listed after each position.
Atoms and positions in Å:
1 C 1.1169 -0.3125 1.0806  N2 1.457, H7 1.092, H8 1.096, H9 1.096
2 N 0.2058 -0.0109 -0.0156  C1 1.457, C3 1.395, C5 1.395
3 C -1.1020 -0.4908 -0.0830  N2 1.395, N4 1.271, H10 1.094
4 N -1.8489 -0.1731 -1.0613  C3 1.271, H11 1.010
5 C 0.5336 0.9573 -0.9648  N2 1.395, O6 1.210, H12 1.107
6 O 1.5885 1.5492 -0.9918  C5 1.210
7 H 1.8791 0.4695 1.0865  C1 1.092
8 H 1.6222 -1.2771 0.9545  C1 1.096
9 H 0.5952 -0.3087 2.0446  C1 1.096
10 H -1.4026 -1.1040 0.7721  C3 1.094
11 H -2.7997 -0.5008 -0.9660  N4 1.010
12 H -0.3315 1.0679 -1.6457  C5 1.107


## three
This record from OMol25 describes one molecule with the formula C3H6N2O. The level of theory is wB97M-V/def2-TZVPD.

Computed properties:
HOMO: -9.444 eV
Kohn-Sham gap: 10.2039 eV
Lowest unoccupied orbital energy: 0.759 eV

Bonds (Å) are listed after each position.
Atoms and positions in Å:
1 C -1.2643 0.1914 -1.4394  N6 1.432, H10 1.091, H11 1.096, H12 1.092
2 C 1.6634 -0.2382 1.3449  O4 1.311, N5 1.287, H8 1.087
3 C -0.5108 -0.3115 0.7395  N5 1.365, N6 1.277, H9 1.095
4 O 2.1682 0.4510 0.3508  C2 1.311, H7 1.002
5 N 0.4393 -0.3797 1.7167  C2 1.287, C3 1.365
6 N -0.2388 0.0720 -0.4475  C1 1.432, C3 1.277
7 H 1.3913 0.7176 -0.2226  O4 1.002
8 H 2.4224 -0.5923 2.0373  C2 1.087
9 H -1.5171 -0.5947 1.0666  C3 1.095
10 H -1.3114 1.2294 -1.7728  C1 1.091
11 H -2.2501 -0.1205 -1.0746  C1 1.096
12 H -0.9922 -0.4247 -2.2989  C1 1.092


## four
This record from OMol25 describes one molecule with the formula C3H6N2O. The level of theory is wB97M-V/def2-TZVPD.

Computed properties:
HOMO (spin up / spin down): -7.238 / -7.360 eV
Kohn-Sham gap (spin up / spin down): 7.5613 / 7.8156 eV
Lowest unoccupied orbital energy (spin up / spin down): 0.324 / 0.455 eV

Bonds (Å) are listed after each position.
Atoms and positions in Å:
1 N -0.4179 -1.8039 0.2782  C2 1.344, H7 1.011, H8 1.007
2 C -0.9459 -0.5943 0.0226  N1 1.344, O3 1.205, N4 1.488
3 O -2.1142 -0.3136 -0.0695  C2 1.205
4 N 0.1017 0.4466 -0.1599  C2 1.488, C5 1.319, C6 1.363
5 C -0.2896 1.5205 -0.8176  N4 1.319, H9 1.079, H10 1.081
6 C 1.3775 0.1849 0.2411  N4 1.363, H11 1.084, H12 1.085
7 H 0.5764 -1.9378 0.1541  N1 1.011
8 H -1.0473 -2.5861 0.3610  N1 1.007
9 H -1.2087 1.4949 -1.3830  C5 1.079
10 H 0.3638 2.3818 -0.7963  C5 1.081
11 H 2.1228 0.8666 -0.1517  C6 1.084
12 H 1.5094 -0.2386 1.2314  C6 1.085


Most stable structure - two; separation to the second - 0.0190 hartree.


## one
This record from OMol25 describes one molecule with the formula C3H6N2O. The level of theory is wB97M-V/def2-TZVPD.

Computed properties:
HOMO: -9.699 eV
Kohn-Sham gap: 10.5572 eV
Lowest unoccupied orbital energy: 0.858 eV

Bonds (Å) are listed after each position.
Atoms and positions in Å:
1 C 1.2793 -1.7105 0.2081  N2 1.441, H7 1.092, H8 1.098, H9 1.092
2 N 0.5251 -0.4829 0.2217  C1 1.441, C3 1.263
3 C -0.1706 -0.1978 -0.7936  N2 1.263, N4 1.394, H10 1.100
4 N -0.9810 0.9362 -0.8260  C3 1.394, C5 1.380, H11 1.010
5 C -1.2349 1.6931 0.2996  N4 1.380, O6 1.212, H12 1.097
6 O -1.9889 2.6415 0.3171  C5 1.212
7 H 1.0298 -2.3012 1.0923  C1 1.092
8 H 1.1072 -2.3344 -0.6785  C1 1.098
9 H 2.3475 -1.4928 0.2637  C1 1.092
10 H -0.2239 -0.8107 -1.7053  C3 1.100
11 H -1.5039 1.1664 -1.6584  N4 1.010
12 H -0.6741 1.3088 1.1610  C5 1.097


## two
This record from OMol25 describes one molecule with the formula C3H6N2O. The level of theory is wB97M-V/def2-TZVPD.

Computed properties:
HOMO: -9.271 eV
Kohn-Sham gap: 10.3020 eV
Lowest unoccupied orbital energy: 1.031 eV

Bonds (Å) are listed after each position.
Atoms and positions in Å:
1 C 0.2596 0.2985 0.0939  C3 1.485, N4 1.743, N5 1.400, O6 1.330
2 C -1.6571 -0.4857 -0.2770  N4 1.459, N5 1.479, H8 1.089, H9 1.097
3 C 1.7308 0.4674 -0.0133  C1 1.485, H10 1.088, H11 1.091, H12 1.091
4 N -1.1614 0.7877 -0.7882  C1 1.743, C2 1.459, O6 1.530
5 N -0.3364 -0.9645 0.1847  C1 1.400, C2 1.479, H7 1.018
6 O -0.4985 1.3185 0.4848  C1 1.330, N4 1.530
7 H -0.1967 -1.5042 1.0367  N5 1.018
8 H -2.0292 -1.0853 -1.1064  C2 1.089
9 H -2.3945 -0.4065 0.5319  C2 1.097
10 H 2.2284 -0.4927 -0.1371  C3 1.088
11 H 2.1128 0.9754 0.8730  C3 1.091
12 H 1.9422 1.0915 -0.8831  C3 1.091


## three
This record from OMol25 describes one molecule with the formula C3H6N2O. The level of theory is wB97M-V/def2-TZVPD.

Computed properties:
HOMO: -8.923 eV
Kohn-Sham gap: 9.6626 eV
Lowest unoccupied orbital energy: 0.740 eV

Bonds (Å) are listed after each position.
Atoms and positions in Å:
1 C 0.1463 0.9679 1.5055  N2 1.457, H7 1.097, H8 1.092, H9 1.095
2 N -0.6750 1.0161 0.3028  C1 1.457, C3 1.327, H10 1.007
3 C -0.5301 0.3817 -0.8536  N2 1.327, N4 1.369
4 N 0.5056 -0.5119 -0.8978  C3 1.369, C5 1.410, H11 1.023
5 C 0.1027 -1.5767 -1.7297  N4 1.410, O6 1.203, H12 1.098
6 O 0.0976 -2.7250 -1.3706  C5 1.203
7 H 0.1902 -0.0374 1.9414  C1 1.097
8 H -0.2912 1.6406 2.2460  C1 1.092
9 H 1.1646 1.3065 1.2891  C1 1.095
10 H -1.5139 1.5696 0.3599  N2 1.007
11 H 1.0501 -0.8111 -0.0850  N4 1.023
12 H -0.2467 -1.2203 -2.7081  C5 1.098


## four
This record from OMol25 describes one molecule with the formula C3H6N2O. The level of theory is wB97M-V/def2-TZVPD.

Computed properties:
HOMO: -9.409 eV
Kohn-Sham gap: 9.3132 eV
Lowest unoccupied orbital energy: -0.096 eV

Bonds (Å) are listed after each position.
Atoms and positions in Å:
1 C 1.5393 -0.6219 0.1932  N2 1.461, H7 1.095, H8 1.092, H9 1.098
2 N 0.5172 0.2458 -0.3877  C1 1.461, C3 1.441, H10 1.002
3 C -0.8860 -0.0431 -0.2318  N2 1.441, N4 1.272, C5 1.498
4 N -1.2843 -0.8026 -1.1712  C3 1.272, H11 1.117
5 C -1.7299 0.8129 0.6623  C3 1.498, O6 1.210, H12 1.106
6 O -1.2940 1.8681 1.0627  C5 1.210
7 H 1.0797 -1.4202 0.7844  C1 1.095
8 H 2.2056 -0.0424 0.8356  C1 1.092
9 H 2.1415 -1.0967 -0.5933  C1 1.098
10 H 0.7374 1.2227 -0.4310  N2 1.002
11 H -0.2465 -0.6292 -1.5464  N4 1.117
12 H -2.7801 0.5066 0.8231  C5 1.106


Most stable structure - one; separation to the second - 0.0479 hartree.